(1)
{
  "formula": "C4H4N4",
  "method": "ωB97M-V with the def2-TZVPD basis set",
  "elements": ["C", "C", "C", "C", "H", "H", "H", "H", "N", "N", "N", "N"],
  "xyz": [[1.157, 0.032, 0.047], [0.238, 1.078, -0.506], [-1.046, 0.965, -0.190], [-1.497, -0.238, 0.489], [2.696, -0.994, 0.644], [0.846, 1.962, -0.967], [-1.779, 1.686, -0.655], [-2.350, -0.037, 1.214], [2.117, -0.058, 0.832], [-1.030, -1.385, 0.540], [-0.197, -1.826, -0.602], [0.845, -1.186, -0.846]],
  "homo_lumo_gap_ev": 8.9843,
  "spin_multiplicity": 1,
  "e_above_lowest_kj_mol": 408.9
}

(2)
{
  "formula": "C8H8N2O3Ti",
  "method": "ωB97M-V with the def2-TZVPD basis set",
  "elements": ["O", "C", "Ti", "C", "C", "O", "O", "C", "C", "C", "C", "N", "N", "C", "H", "H", "H", "H", "H", "H", "H", "H"],
  "xyz": [[0.001, 2.863, -1.012], [0.001, 1.774, -0.624], [0.000, -0.006, 0.102], [1.536, -0.887, -0.627], [-1.537, -0.885, -0.628], [2.479, -1.432, -1.012], [-2.479, -1.430, -1.014], [0.009, 1.631, 5.232], [0.006, 0.695, 4.119], [0.004, -0.706, 4.169], [0.002, -1.187, 2.855], [0.002, -0.091, 2.023], [0.004, 1.055, 2.836], [0.000, -2.549, 2.389], [-0.884, 1.466, 5.856], [0.903, 1.464, 5.853], [0.010, 2.658, 4.873], [0.005, -1.321, 5.066], [0.005, 1.975, 2.428], [0.895, -3.074, 2.773], [-0.895, -3.072, 2.776], [-0.002, -2.614, 1.296]],
  "total_charge": 2,
  "homo_lumo_gap_ev": [6.7729, 7.2290],
  "spin_multiplicity": 3
}

(3)
{
  "formula": "C12H15AuF4N3O2",
  "method": "ωB97M-V with the def2-TZVPD basis set",
  "elements": ["Au", "C", "N", "C", "C", "C", "N", "C", "C", "F", "C", "F", "C", "C", "F", "C", "F", "H", "H", "H", "H", "H", "H", "H", "H", "H", "H", "H", "N", "C", "C", "O", "O", "H", "H", "H", "H"],
  "xyz": [[-0.374, 0.107, 0.892], [-0.255, -1.957, 2.892], [0.358, -1.684, 1.561], [1.837, -1.619, 1.717], [-0.029, -2.736, 0.562], [-1.398, -2.394, 0.027], [-1.283, -1.024, -0.465], [-2.256, -0.512, -1.319], [-1.908, 0.442, -2.278], [-0.634, 0.895, -2.304], [-2.819, 0.947, -3.185], [-2.408, 1.863, -4.059], [-4.126, 0.504, -3.198], [-4.494, -0.438, -2.259], [-5.746, -0.884, -2.218], [-3.593, -0.919, -1.324], [-4.019, -1.793, -0.402], [0.123, -2.909, 3.265], [-1.338, -2.010, 2.798], [0.021, -1.157, 3.574], [2.189, -2.575, 2.108], [2.085, -0.820, 2.411], [2.295, -1.431, 0.749], [0.025, -3.708, 1.054], [0.696, -2.693, -0.249], [-2.161, -2.528, 0.801], [-1.660, -3.058, -0.799], [-4.839, 0.886, -3.914], [-1.082, 1.953, 0.344], [-0.559, 2.999, 1.285], [0.317, 2.422, 2.401], [0.744, 3.140, 3.253], [0.526, 1.110, 2.361], [-0.778, 2.135, -0.611], [-2.099, 1.941, 0.330], [-1.390, 3.534, 1.738], [0.039, 3.714, 0.726]],
  "total_charge": 1,
  "homo_lumo_gap_ev": [7.4541, 7.4533],
  "spin_multiplicity": 1,
  "e_above_lowest_kj_mol": 0.8
}

(4)
{
  "formula": "C2H4P2S3",
  "method": "ωB97M-V with the def2-TZVPD basis set",
  "elements": ["C", "C", "P", "P", "S", "S", "S", "H", "H", "H", "H"],
  "xyz": [[0.397, -0.928, -1.053], [0.287, 1.076, 1.078], [0.585, 0.412, 2.902], [1.287, -0.142, 0.142], [1.009, 1.925, 3.982], [2.770, -0.720, 1.343], [-1.387, 1.356, 0.554], [0.700, -1.808, -1.669], [-0.369, -0.416, -1.469], [0.862, 2.057, 1.213], [-1.480, 0.113, 0.116]],
  "homo_lumo_gap_ev": 7.4170,
  "spin_multiplicity": 1,
  "e_above_lowest_kj_mol": 129.1
}

(5)
{
  "formula": "C4H6O",
  "method": "ωB97M-V with the def2-TZVPD basis set",
  "elements": ["C", "C", "C", "O", "C", "H", "H", "H", "H", "H", "H"],
  "xyz": [[-1.163, -0.511, -0.130], [-0.005, -0.111, 0.732], [1.307, -0.158, -0.073], [0.797, 0.728, -1.089], [-0.428, 0.781, -0.399], [-2.154, -0.225, 0.220], [-1.156, -1.479, -0.630], [-0.020, 0.017, 1.807], [1.662, -1.081, -0.543], [2.118, 0.311, 0.495], [-0.958, 1.728, -0.390]],
  "homo_lumo_gap_ev": 10.4576,
  "spin_multiplicity": 1,
  "e_above_lowest_kj_mol": 178.9
}

(6)
{
  "formula": "C32H52O14",
  "method": "ωB97M-V with the def2-TZVPD basis set",
  "elements": ["C", "C", "C", "O", "C", "H", "H", "H", "H", "H", "H", "H", "H", "C", "C", "C", "O", "C", "H", "H", "H", "H", "H", "H", "H", "H", "O", "C", "O", "C", "C", "C", "H", "H", "H", "H", "H", "H", "O", "C", "O", "C", "C", "C", "H", "H", "H", "H", "H", "H", "O", "C", "O", "C", "C", "C", "H", "H", "H", "H", "H", "H", "O", "C", "O", "C", "C", "C", "H", "H", "H", "H", "H", "H", "O", "C", "O", "C", "C", "C", "H", "H", "H", "H", "H", "H", "O", "C", "O", "C", "C", "C", "H", "H", "H", "H", "H", "H"],
  "xyz": [[-1.198, 1.726, 0.499], [0.003, 2.546, 0.839], [-0.251, 2.989, 2.331], [-1.464, 2.358, 2.735], [-1.537, 1.237, 1.903], [-1.121, 0.872, -0.175], [-2.076, 2.314, 0.233], [-0.032, 3.446, 0.225], [0.979, 2.095, 0.664], [-0.409, 4.059, 2.469], [0.452, 2.593, 3.063], [-2.485, 0.709, 2.006], [-0.812, 0.494, 2.236], [-7.519, 0.193, -3.595], [-7.557, -0.065, -5.039], [-8.153, -1.448, -5.114], [-9.179, -1.383, -4.080], [-8.985, -0.171, -3.325], [-7.277, 1.235, -3.389], [-6.859, -0.462, -3.026], [-6.571, -0.123, -5.499], [-8.192, 0.701, -5.484], [-7.338, -2.140, -4.900], [-8.505, -1.723, -6.109], [-9.379, -0.108, -2.311], [-9.558, 0.548, -3.910], [-1.751, -5.518, 5.776], [-1.341, -6.636, 6.075], [-0.767, -6.830, 7.349], [-0.868, -8.224, 7.679], [-1.017, -9.070, 6.349], [-1.437, -7.975, 5.303], [-1.664, -8.485, 8.376], [0.098, -8.435, 8.138], [-1.654, -9.947, 6.464], [-0.056, -9.485, 6.044], [-2.471, -8.130, 4.993], [-0.818, -7.989, 4.406], [-7.921, -4.825, 3.596], [-7.423, -5.357, 2.595], [-7.548, -6.645, 2.341], [-6.993, -6.934, 1.044], [-6.209, -5.732, 0.694], [-6.656, -4.629, 1.523], [-7.780, -6.946, 0.290], [-6.427, -7.850, 0.879], [-6.489, -5.582, -0.349], [-5.124, -5.813, 0.760], [-7.361, -3.966, 1.021], [-5.827, -4.154, 2.048], [-0.369, 8.747, -2.855], [0.201, 9.826, -2.554], [0.687, 10.657, -3.455], [1.391, 11.829, -2.987], [1.528, 11.621, -1.506], [0.555, 10.480, -1.193], [0.702, 12.650, -3.184], [2.357, 12.021, -3.454], [1.116, 12.510, -1.028], [2.548, 11.431, -1.171], [-0.391, 10.850, -0.797], [0.981, 9.681, -0.585], [5.358, 7.145, 1.791], [6.496, 7.493, 1.925], [7.179, 8.240, 1.095], [8.547, 8.483, 1.469], [8.745, 7.266, 2.353], [7.415, 7.018, 3.026], [8.648, 9.425, 2.008], [9.216, 8.511, 0.609], [9.505, 7.476, 3.106], [9.068, 6.370, 1.825], [7.335, 7.678, 3.890], [7.204, 5.965, 3.208], [1.399, -6.772, -4.576], [1.403, -6.535, -3.353], [2.389, -6.948, -2.584], [2.323, -6.499, -1.203], [1.201, -5.525, -1.203], [0.388, -5.824, -2.457], [3.191, -5.901, -0.926], [2.139, -7.278, -0.464], [1.530, -4.490, -1.110], [0.675, -5.784, -0.284], [0.231, -4.861, -2.943], [-0.537, -6.360, -2.246], [9.710, -1.632, -2.338], [8.618, -1.254, -2.677], [7.829, -1.927, -3.604], [6.625, -1.269, -3.732], [6.567, -0.043, -2.850], [7.941, -0.050, -2.156], [5.777, -1.923, -3.528], [6.700, -0.904, -4.756], [5.733, -0.377, -2.232], [6.301, 0.819, -3.460], [7.832, -0.197, -1.082], [8.538, 0.825, -2.414]],
  "homo_lumo_gap_ev": 9.4879,
  "spin_multiplicity": 1,
  "e_above_lowest_kj_mol": 43.6
}

(7)
{
  "formula": "C4H14O2",
  "method": "ωB97M-V with the def2-TZVPD basis set",
  "elements": ["C", "C", "C", "C", "H", "H", "H", "H", "H", "H", "H", "H", "H", "H", "H", "H", "O", "H", "H", "O"],
  "xyz": [[0.217, 0.147, -1.472], [-1.057, 0.119, -0.570], [-0.889, -0.281, 0.953], [-1.825, 1.481, -0.706], [0.546, 1.140, -1.646], [1.076, -0.176, -0.783], [0.168, -0.482, -2.374], [-1.826, -0.620, -0.886], [-1.828, -0.011, 1.429], [-0.003, 0.181, 1.338], [-0.843, -1.387, 1.222], [-2.061, 1.933, -1.676], [-2.766, 1.370, -0.152], [-1.280, 2.316, -0.193], [2.415, 0.641, 2.287], [2.539, -0.668, 1.361], [2.671, 0.307, 1.435], [1.703, -1.479, -0.485], [1.204, -2.659, 0.538], [1.839, -1.870, 0.380]],
  "homo_lumo_gap_ev": 11.2549,
  "spin_multiplicity": 1,
  "e_above_lowest_kj_mol": 122.7
}

(8)
{
  "formula": "C2H2Cl2",
  "method": "ωB97M-V with the def2-TZVPD basis set",
  "elements": ["C", "C", "Cl", "Cl", "H", "H"],
  "xyz": [[0.405, -0.001, 0.037], [1.755, -0.075, 0.025], [2.643, -1.644, -0.012], [2.777, 1.458, 0.011], [-0.034, 0.964, -0.002], [-0.311, -0.731, -0.297]],
  "homo_lumo_gap_ev": 10.5702,
  "spin_multiplicity": 1,
  "e_above_lowest_kj_mol": 51.3
}